1.
# C8H11NO3

An isolated molecule of C8H11NO3 (wB97M-V/def2-TZVPD, OMol25).

Geometry as XYZ:
```
23
Properties=species:S:1:pos:R:3:forces:R:3
C 2.442409 0.694734 -0.461650 0.4 0.2 1.0
C 1.181723 -1.175515 0.450324 0.6 0.0 0.8
C 0.441345 -1.498673 -0.810211 -1.7 -0.7 1.2
C 0.064922 0.722535 -0.266027 -1.0 1.4 1.5
C 1.445590 0.319792 0.542675 -1.5 0.1 -1.0
C -0.434808 -2.694954 -0.540041 -1.0 1.5 -2.4
C -1.975052 2.156405 -0.160273 -0.9 3.6 0.7
C -1.007539 1.387547 0.639317 2.9 0.6 2.8
N 3.137922 1.022557 -1.308603 0.4 0.0 -0.4
O 1.303304 -1.882528 1.412031 0.2 -0.1 0.0
O -0.540610 -0.433746 -0.791379 1.5 -0.9 -0.5
O 1.672579 0.762198 1.859045 -0.1 0.5 -1.8
H 1.093928 -1.694616 -1.658836 -0.1 0.8 -0.5
H 0.247940 1.292499 -1.153830 0.8 1.1 -0.1
H -0.846987 -2.550318 0.418154 -0.4 -0.5 1.2
H 0.167742 -3.533898 -0.717258 0.2 -1.7 0.1
H -1.290556 -2.557711 -1.273999 1.1 -0.8 0.7
H -2.958001 2.526926 0.316514 1.7 -0.7 -0.3
H -2.230307 1.465911 -0.860257 -1.3 -1.5 -2.7
H -1.509356 3.077116 -0.664562 -0.6 -1.4 0.7
H -1.460289 0.532041 1.168492 0.0 0.5 0.0
H -0.447443 2.051356 1.436923 -1.1 -1.3 -1.4
H 1.501554 0.010352 2.423449 0.0 -0.7 0.4
```
Positions in Å, forces in eV/Å.

Summary:
Frontier orbital gap in Ha: 0.388
Energy above the lowest of the compared OMol25 structures with the same formula, charge and spin in kJ/mol: 257.7
Strongest force on any atom in eV/A: 4.1
E_LUMO in eV: 0.26
HOMO level in eV: -10.301
SMILES: CC[C@@H]1O[C@H](C)C(=O)[C@@]1(O)C#N

=====

2.
# C8H11NO3

A cluster of 2 separate species, C8H11NO3 in total (wB97M-V/def2-TZVPD, OMol25).

Geometry as XYZ:
```
23
Properties=species:S:1:pos:R:3:forces:R:3
C -0.634776 -2.168818 0.458160 -0.1 -0.3 -0.4
C -1.758016 -1.334066 0.364371 -2.1 2.6 -0.7
C 0.649175 -1.741809 0.386637 -0.3 2.1 0.4
C -1.605502 0.022513 0.281890 1.0 -1.2 0.7
C 0.906635 -0.324341 0.200913 -2.1 -2.2 -0.4
C -0.228767 0.647221 0.579987 0.2 -0.1 0.2
C 1.258623 -0.401371 -2.364801 1.3 -2.4 -0.1
C -0.158175 0.902745 2.128581 0.2 -0.1 -1.1
N 2.241381 0.100087 0.227398 1.0 0.2 0.9
O 3.170610 -0.676302 0.099638 0.0 -0.9 -0.4
O 2.420828 1.269814 0.463491 0.3 1.6 0.2
O -0.076170 1.888334 -0.012564 0.4 2.9 1.6
H -0.958092 -3.163048 0.356469 0.6 -1.7 0.5
H -2.818259 -1.737357 0.319960 1.6 0.3 0.0
H 1.475416 -2.358303 0.601542 0.8 -0.9 -0.4
H -2.454410 0.679847 0.240612 -0.1 0.3 -0.1
H 0.415633 0.231734 -2.516580 0.1 1.0 -0.1
H 1.030667 -1.466878 -2.759444 0.6 1.8 1.0
H 2.381219 -0.157283 -2.296093 -2.3 0.0 -0.2
H 0.884631 1.222277 2.367957 -0.8 -0.6 0.2
H -0.506250 -0.052160 2.469635 0.3 -0.3 1.4
H -0.866857 1.704480 2.394845 0.1 -0.4 -0.1
H 0.225866 2.501920 0.780801 -0.7 -1.6 -3.0
```
Positions in Å, forces in eV/Å.

Summary:
Frontier orbital gap (alpha / beta) in Ha: 0.295 / 0.252
Energy above the lowest of the compared OMol25 structures with the same formula, charge and spin in kJ/mol: 765.6
Strongest force on any atom in eV/A: 3.5
E_LUMO (alpha / beta) in eV: -0.13 / -1.57
HOMO level (alpha / beta) in eV: -8.158 / -8.438

=====

3.
# C8H11NO3S

A structure of composition C8H11NO3S (wB97M-V/def2-TZVPD, OMol25).

Geometry as XYZ:
```
24
Properties=species:S:1:pos:R:3:forces:R:3
C -0.589735 0.200063 -0.599797 6.1 -1.4 2.8
C 1.151024 -0.059709 0.161799 -7.0 0.7 -3.4
C -0.594101 1.522090 -0.329574 -0.7 1.8 -0.6
C 3.347180 -1.213227 0.446770 0.7 1.6 -0.8
C 3.007709 -1.694777 -0.908582 -1.3 3.7 1.6
C 1.902663 -1.279751 0.132984 1.2 0.0 1.0
C -1.582804 2.600662 -0.700314 -0.4 0.0 1.0
C -3.212558 -0.115830 1.096646 0.3 0.1 0.8
N 0.468443 2.070581 0.249646 -1.3 1.6 -0.1
O -0.811840 -2.343435 -0.738562 0.8 -0.5 -0.1
O 1.368817 1.144247 0.501274 3.2 -2.1 0.5
O -2.491751 -1.199313 0.552005 0.2 -0.8 -0.8
S -1.592735 -1.138943 -0.901361 -2.2 0.3 0.4
H 3.761507 -1.779360 1.171118 0.8 -2.6 2.1
H 3.865909 -0.271901 0.577127 -0.4 0.5 -0.7
H 3.151396 -0.853250 -1.560897 0.0 -0.5 -1.0
H 3.039088 -2.670179 -1.214924 0.1 -2.1 -0.7
H 1.370912 -2.033567 0.687252 -0.2 -0.5 -0.5
H -1.489504 3.444581 0.023227 -0.2 -0.7 -0.6
H -1.421634 2.969932 -1.684337 0.6 0.4 -0.8
H -2.599288 2.232635 -0.759005 -0.3 -0.1 0.4
H -4.278482 0.002875 0.751394 1.0 -0.5 0.3
H -2.649014 0.778722 0.833598 -0.3 0.4 0.5
H -3.121209 -0.313153 2.212512 -0.6 0.6 -1.3
```
Positions in Å, forces in eV/Å.

Summary:
Frontier orbital gap (alpha / beta) in Ha: 0.321 / 0.321
Energy above the lowest of the compared OMol25 structures with the same formula, charge and spin in kJ/mol: 777.8
Strongest force on any atom in eV/A: 7.8
E_LUMO (alpha / beta) in eV: 0.05 / 0.05
HOMO level (alpha / beta) in eV: -8.673 / -8.672